# 1
C7H34NO10 | ωB97M-V with the def2-TZVPD basis set

Values from the calculation:
Electronic energy ... -29765.3303 eV
M ... 292.35 g/mol
Relative energy (zero: lowest compared OMol25 entry of this formula, charge and spin) ... 550.6 kJ/mol
HOMO level ... -11.3 eV
Frontier orbital gap ... 8.53 eV
Total charge ... +1

Last column: Löwdin charge in e.
Cartesian coordinates (Å):
C1 0.05 0.24 3.16  -0.12
C2 -0.01 -1.24 3.13  -0.22
C3 1.39 -1.91 2.90  -0.15
C4 2.84 -3.04 1.34  0.03
C5 1.66 -2.51 1.52  -0.34
C6 0.61 -2.52 0.41  -0.13
C7 0.91 -1.81 -0.65  -0.03
N1 0.25 0.86 1.69  0.17
H1 0.94 0.40 3.71  0.10
H2 -0.86 0.68 3.53  0.12
H3 -0.50 -1.57 4.19  0.17
H4 -0.73 -1.71 2.45  0.10
H5 1.80 -2.85 3.44  0.15
H6 2.02 -1.02 3.23  0.11
H7 3.04 -3.46 0.41  0.04
H8 3.74 -3.14 1.95  0.08
H9 -0.37 -3.10 0.73  0.14
H10 1.87 -1.19 -0.85  0.11
H11 0.45 -1.78 -1.54  0.00
H12 -0.68 1.23 1.31  0.10
H13 0.78 0.22 1.11  0.07
H14 0.95 1.60 2.01  0.15
H15 -2.58 -2.96 -0.96  0.08
H16 -1.69 -3.25 -2.08  0.04
O1 -1.69 -3.42 -1.09  -0.10
H17 3.68 0.56 1.22  0.11
H18 2.95 0.87 -0.15  -0.02
O2 2.77 0.79 0.81  -0.11
H19 -0.11 1.33 -1.69  0.07
H20 -0.86 -0.03 -1.59  0.00
O3 -0.25 0.48 -1.09  -0.10
H21 -2.32 1.48 -0.15  0.08
H22 -1.28 2.40 -0.04  -0.01
O4 -2.01 2.16 0.56  -0.12
H23 -3.40 -1.43 -3.52  0.11
H24 -1.80 -1.81 -3.99  0.10
O5 -2.42 -1.17 -3.54  -0.09
H25 4.88 0.74 -0.98  -0.01
H26 3.92 1.80 -1.56  0.14
O6 4.08 0.80 -1.37  -0.02
H27 -4.49 2.15 0.71  -0.03
H28 -5.14 0.66 0.41  0.09
O7 -4.38 1.30 0.51  -0.03
H29 -1.68 0.53 -4.21  0.07
H30 -2.84 1.22 -4.31  0.02
O8 -1.96 1.49 -4.34  -0.04
H31 -1.36 2.56 -3.19  0.10
H32 -0.10 3.47 -2.63  0.00
O9 -0.60 2.73 -2.48  -0.07
H33 0.91 4.08 0.25  0.08
H34 -0.50 4.41 0.60  0.05
O10 0.11 3.68 0.68  -0.05

=====

# 2
C25H44BiCl3N4O3SeSi | ωB97M-V with the def2-TZVPD basis set

Values from the calculation:
Electronic energy ... -155377.8027 eV
M ... 871.04 g/mol
Relative energy (zero: lowest compared OMol25 entry of this formula, charge and spin) ... 0.0 kJ/mol
HOMO level ... -7.4 eV
Frontier orbital gap ... 7.67 eV

Last column: Löwdin charge in e.
Cartesian coordinates (Å):
C1 2.91 -0.84 -3.13  -0.04
C2 2.31 0.52 -3.30  -0.23
H1 3.17 -1.29 -4.10  0.06
H2 2.19 -1.50 -2.61  0.07
H3 3.83 -0.82 -2.51  0.09
C3 2.15 1.16 -4.47  -0.12
C4 2.60 0.67 -5.80  -0.10
H4 1.71 2.16 -4.48  0.10
H5 2.84 -0.40 -5.80  0.06
H6 3.48 1.23 -6.17  0.08
H7 1.79 0.83 -6.52  0.07
Bi1 -0.24 0.07 0.39  1.24
Cl1 2.06 0.35 1.47  -0.14
Cl2 0.05 -2.34 -0.19  -0.07
H8 -2.91 -0.30 5.88  0.10
H9 -0.81 -1.82 6.72  0.09
C5 -2.83 -0.93 4.98  -0.03
C6 -0.86 -2.26 5.72  -0.04
N1 -1.44 -1.32 4.77  -0.18
H10 -3.18 -0.36 4.12  0.07
C7 -0.75 -0.84 3.73  -0.29
O1 -1.28 -0.12 2.85  -0.20
H11 0.15 -2.52 5.39  0.09
H12 0.31 -1.14 3.68  0.13
H13 -3.43 -1.83 5.12  0.10
H14 -1.48 -3.17 5.76  0.09
H15 -0.31 -1.19 -3.44  0.09
H16 -0.80 1.37 -4.56  0.07
C8 -1.41 -1.21 -3.37  -0.04
C9 -1.82 0.98 -4.45  -0.04
N2 -1.94 0.14 -3.26  -0.17
H17 -1.70 -1.80 -2.50  0.06
C10 -2.39 0.65 -2.11  -0.34
O2 -2.45 0.01 -1.03  -0.20
H18 -2.53 1.81 -4.35  0.09
H19 -2.73 1.71 -2.16  0.14
H20 -1.79 -1.65 -4.30  0.09
H21 -2.05 0.38 -5.33  0.09
O3 0.58 0.49 -1.70  -0.44
C11 1.78 1.11 -2.00  -0.43
C12 0.48 3.18 -2.62  -0.13
C13 1.62 2.63 -2.02  -0.22
H22 -0.30 2.48 -2.96  0.09
C14 0.39 4.56 -2.80  -0.10
H23 2.53 0.87 -1.23  0.09
C15 2.61 3.45 -1.50  -0.03
H24 -0.49 4.95 -3.30  0.10
C16 1.44 5.38 -2.37  -0.10
C17 2.54 4.83 -1.70  -0.08
H25 3.45 2.94 -1.00  0.12
H26 1.39 6.45 -2.58  0.10
H27 3.36 5.46 -1.36  0.10
Si1 0.71 -5.56 0.58  0.11
Cl3 1.65 -4.76 -1.14  0.24
C18 -1.14 -5.67 0.31  -0.22
C19 1.24 -4.66 2.14  -0.23
C20 1.41 -7.30 0.52  -0.24
H28 -1.58 -4.76 -0.11  0.00
H29 -1.66 -5.89 1.26  0.03
H30 -1.34 -6.51 -0.37  0.03
H31 1.00 -7.81 -0.37  0.03
H32 1.17 -7.90 1.41  0.03
H33 2.51 -7.26 0.41  0.02
H34 1.02 -3.58 2.14  -0.02
H35 2.33 -4.78 2.27  0.03
H36 0.75 -5.11 3.02  0.03
C21 -3.53 2.26 2.28  -0.03
N3 -2.27 2.68 2.85  -0.14
C22 -2.05 2.87 4.20  -0.05
C23 -0.75 3.27 4.33  -0.04
N4 -0.21 3.33 3.06  -0.12
C24 1.15 3.73 2.75  -0.05
C25 -1.15 2.99 2.13  -0.71
Se1 -1.00 3.10 0.30  0.70
H37 -3.39 2.17 1.20  0.05
H38 -4.31 3.00 2.49  0.10
H39 -3.83 1.29 2.70  0.08
H40 -2.82 2.69 4.94  0.12
H41 -0.18 3.53 5.21  0.12
H42 1.43 4.58 3.38  0.10
H43 1.84 2.89 2.92  0.06
H44 1.17 4.01 1.70  0.05

=====

# 3
C26H42N6O20S4 | ωB97M-V with the def2-TZVPD basis set

Values from the calculation:
Electronic energy ... -120863.5828 eV
M ... 886.91 g/mol
SMILES string ... C[N+](=O)[O-].C[N+](=O)[O-].O=S1(=O)OCCO1.O=S1(=O)OCCO1.O=S1(=O)OCCO1.O=S1(=O)OCCO1.c1cc[nH]c1.c1cc[nH]c1.c1cc[nH]c1.c1cc[nH]c1
HOMO level ... -7.8 eV
Frontier orbital gap ... 7.79 eV

Last column: Löwdin charge in e.
Cartesian coordinates (Å):
C1 0.25 -0.46 -0.43  0.03
N1 1.43 0.34 -0.02  -0.39
O1 2.01 0.96 -0.89  0.06
O2 1.59 0.59 1.16  0.07
H1 -0.57 0.26 -0.46  0.09
H2 0.04 -1.27 0.26  0.06
H3 0.48 -0.93 -1.37  0.05
C2 -1.93 0.02 -4.26  0.03
N2 -2.33 -1.40 -4.32  -0.46
O3 -2.90 -1.83 -3.33  0.03
O4 -2.18 -2.03 -5.33  0.09
H4 -1.66 0.40 -5.24  0.10
H5 -1.18 0.17 -3.50  0.09
H6 -2.83 0.59 -4.03  0.09
O5 0.30 -2.59 -3.45  -0.21
S1 0.91 -3.35 -2.41  0.63
O6 1.90 -2.71 -1.60  -0.23
O7 -0.13 -4.09 -1.42  -0.20
C3 0.26 -5.43 -1.16  -0.17
C4 0.91 -5.91 -2.45  -0.13
O8 1.48 -4.73 -3.02  -0.18
H7 0.88 -5.51 -0.26  0.12
H8 -0.65 -5.97 -0.88  0.14
H9 0.25 -6.35 -3.19  0.13
H10 1.72 -6.60 -2.23  0.13
O9 2.27 -4.10 2.95  -0.21
S2 0.89 -3.77 2.80  0.68
O10 0.50 -2.54 2.19  -0.22
O11 0.10 -5.02 2.05  -0.23
C5 -0.17 -6.02 3.02  -0.19
C6 -0.66 -5.24 4.21  -0.17
O12 0.09 -4.04 4.19  -0.18
H11 -0.85 -6.77 2.62  0.14
H12 0.75 -6.56 3.24  0.13
H13 -0.46 -5.75 5.15  0.14
H14 -1.73 -5.02 4.17  0.13
O13 0.09 3.36 -2.34  -0.21
S3 -1.30 3.38 -2.09  0.61
O14 -2.17 3.02 -3.16  -0.23
O15 -1.62 2.51 -0.77  -0.22
C7 -2.50 3.22 0.16  -0.12
C8 -2.82 4.57 -0.51  -0.13
O16 -1.71 4.76 -1.40  -0.19
H15 -3.34 2.56 0.35  0.12
H16 -1.90 3.35 1.05  0.11
H17 -2.78 5.36 0.23  0.14
H18 -3.72 4.62 -1.11  0.13
O17 0.74 6.58 -2.06  -0.24
S4 2.13 6.69 -1.69  0.67
O18 2.84 7.88 -2.02  -0.22
O19 2.28 6.36 -0.10  -0.20
C9 2.35 4.97 0.14  -0.16
C10 2.87 4.33 -1.18  -0.17
O20 2.92 5.34 -2.16  -0.18
H19 3.07 4.75 0.92  0.13
H20 1.38 4.64 0.52  0.12
H21 2.23 3.49 -1.43  0.09
H22 3.90 4.01 -1.04  0.13
C11 -4.16 -2.99 1.81  -0.08
C12 -2.93 -3.01 1.10  -0.12
C13 -3.01 -2.24 -0.01  -0.13
N3 -4.23 -1.63 -0.02  0.04
C14 -4.91 -2.05 1.10  -0.16
H23 -4.29 -3.56 2.70  0.09
H24 -2.13 -3.71 1.28  0.08
H25 -2.25 -2.00 -0.74  0.10
H26 -4.52 -0.90 -0.64  0.15
H27 -5.79 -1.53 1.45  0.11
C15 4.51 2.02 5.01  -0.11
C16 3.31 2.03 4.28  -0.10
C17 2.31 2.24 5.21  -0.15
N4 2.86 2.43 6.44  0.01
C18 4.20 2.32 6.32  -0.15
H28 5.49 1.91 4.57  0.09
H29 3.23 1.85 3.22  0.08
H30 1.25 2.12 5.05  0.09
H31 2.35 2.43 7.30  0.14
H32 4.86 2.40 7.17  0.10
C19 -2.23 2.00 3.31  -0.13
C20 -1.06 1.24 3.06  -0.08
C21 -1.49 0.13 2.41  -0.15
N5 -2.85 0.05 2.37  0.06
C22 -3.30 1.22 2.94  -0.16
H33 -2.40 3.02 3.62  0.09
H34 -0.01 1.49 3.14  0.08
H35 -0.94 -0.71 2.02  0.07
H36 -3.42 -0.73 2.06  0.08
H37 -4.36 1.39 3.10  0.11
C23 3.19 -0.22 -4.98  -0.12
C24 2.17 0.37 -4.21  -0.10
C25 1.52 1.24 -5.07  -0.13
N6 2.11 1.16 -6.30  0.00
C26 3.15 0.26 -6.25  -0.14
H38 3.87 -0.94 -4.53  0.09
H39 1.96 0.27 -3.16  0.07
H40 0.67 1.88 -4.86  0.10
H41 1.87 1.62 -7.16  0.14
H42 3.67 0.07 -7.17  0.10

=====

# 4
C19H70N16O16 | ωB97M-V with the def2-TZVPD basis set

Values from the calculation:
Electronic energy ... -77437.0072 eV
M ... 778.87 g/mol
Relative energy (zero: lowest compared OMol25 entry of this formula, charge and spin) ... 31.9 kJ/mol
HOMO level ... -9.0 eV
Frontier orbital gap ... 8.75 eV

Last column: Löwdin charge in e.
Cartesian coordinates (Å):
C1 1.65 4.85 3.05  -0.06
C2 2.52 3.95 2.16  -0.30
O1 2.09 3.85 0.83  -0.07
H1 2.18 5.29 3.91  0.09
H2 0.72 4.32 3.29  0.06
H3 1.42 5.72 2.48  0.06
H4 2.65 2.96 2.60  0.08
H5 3.45 4.40 2.15  0.09
H6 2.58 3.20 0.38  0.04
C3 -1.67 -4.07 2.30  -0.06
C4 -1.50 -4.17 0.77  -0.40
O2 -1.97 -5.38 0.49  -0.04
H7 -1.24 -3.14 2.68  0.05
H8 -1.16 -4.81 2.90  0.07
H9 -2.74 -4.08 2.45  0.06
H10 -0.40 -4.10 0.55  0.10
H11 -2.02 -3.41 0.17  0.08
H12 -1.43 -5.73 -0.21  0.07
C5 1.84 2.89 -3.64  -0.07
C6 1.65 3.01 -2.18  -0.32
O3 1.47 4.42 -2.08  -0.10
H13 1.95 1.88 -3.92  0.05
H14 2.68 3.46 -4.07  0.10
H15 0.94 3.33 -4.03  0.08
H16 2.56 2.68 -1.65  0.10
H17 0.79 2.51 -1.83  0.08
H18 0.49 4.55 -2.15  0.05
C7 5.36 0.01 1.77  -0.60
O4 5.40 -1.31 1.36  -0.11
N1 4.38 0.51 2.42  0.17
N2 6.41 0.76 1.75  0.17
H19 3.57 -0.15 2.55  0.09
H20 4.52 1.22 3.11  0.12
H21 7.36 0.39 1.54  0.15
H22 6.45 1.69 2.18  0.13
C8 2.74 -2.90 2.00  -0.67
O5 2.49 -1.67 2.48  -0.11
N3 1.83 -3.78 2.16  0.19
N4 3.78 -3.34 1.44  0.20
H23 1.21 -3.64 2.90  0.10
H24 1.70 -4.63 1.62  0.13
H25 4.51 -2.60 1.26  0.07
H26 3.92 -4.31 1.12  0.15
C9 0.52 0.84 3.57  -0.62
O6 1.61 0.90 2.74  -0.11
N5 0.32 1.56 4.62  0.17
N6 -0.55 0.12 3.30  0.17
H27 1.05 2.29 4.75  0.14
H28 -0.63 1.59 5.00  0.14
H29 -0.28 -0.47 2.50  0.06
H30 -1.18 -0.33 3.99  0.15
C10 -1.65 3.97 1.43  -0.59
O7 -2.88 4.52 1.62  -0.06
N7 -1.51 2.68 1.54  0.15
N8 -0.65 4.60 0.81  0.15
H31 -2.26 2.35 2.16  0.15
H32 -0.59 2.25 1.64  0.11
H33 -0.92 5.54 0.54  0.15
H34 0.35 4.31 0.90  0.10
C11 -1.00 -3.65 -2.85  -0.57
O8 -1.57 -4.82 -2.40  -0.11
N9 -1.19 -2.47 -2.27  0.19
N10 -0.17 -3.49 -3.86  0.14
H35 -1.89 -2.43 -1.55  0.05
H36 -0.62 -1.60 -2.41  0.05
H37 -0.09 -2.60 -4.36  0.07
H38 0.12 -4.32 -4.32  0.13
C12 -0.71 -0.47 0.36  -0.62
O9 -2.00 -0.75 0.11  -0.05
N11 0.08 -1.31 0.99  0.18
N12 -0.17 0.61 -0.13  0.14
H39 -0.17 -2.28 0.99  0.06
H40 1.07 -1.16 1.28  0.08
H41 -0.86 1.29 -0.48  0.04
H42 0.78 0.94 0.13  0.08
C13 0.10 -0.27 -3.85  -0.62
O10 0.61 -1.13 -4.81  -0.11
N13 0.43 -0.43 -2.64  0.17
N14 -0.81 0.63 -4.11  0.21
H43 1.20 -1.07 -2.55  0.10
H44 0.08 -0.01 -1.80  0.07
H45 -1.10 0.54 -5.09  0.15
H46 -1.07 1.47 -3.60  0.06
C14 -1.89 3.00 -2.01  -0.59
O11 -2.24 2.94 -3.36  -0.12
N15 -2.11 2.11 -1.09  0.16
N16 -1.39 4.11 -1.57  0.14
H47 -2.57 1.29 -1.42  0.05
H48 -1.91 2.29 -0.04  0.09
H49 -1.39 4.89 -2.21  0.13
H50 -0.99 4.21 -0.57  0.05
C15 -4.32 -0.95 -2.29  -0.16
O12 -3.43 0.07 -2.60  -0.13
H51 -4.77 -1.30 -3.23  0.09
H52 -5.17 -0.73 -1.62  0.08
H53 -3.77 -1.78 -1.82  0.07
H54 -2.74 -0.29 -3.16  0.06
C16 2.87 0.04 -0.60  -0.09
O13 2.39 1.07 0.26  -0.19
H55 2.71 0.38 -1.67  0.10
H56 2.40 -0.93 -0.46  0.06
H57 3.95 -0.03 -0.53  0.08
H58 3.01 0.95 0.98  0.03
C17 -4.86 -2.73 1.24  -0.17
O14 -4.94 -4.10 0.89  -0.09
H59 -5.36 -2.43 2.14  0.08
H60 -5.25 -2.11 0.46  0.05
H61 -3.87 -2.41 1.32  0.03
H62 -4.57 -4.22 0.01  0.09
C18 2.15 -3.58 -1.75  -0.18
O15 2.36 -2.99 -3.00  -0.14
H63 1.61 -4.47 -1.98  0.07
H64 1.54 -2.91 -1.02  0.09
H65 3.04 -3.99 -1.39  0.05
H66 1.52 -3.17 -3.49  0.02
C19 -4.66 1.15 0.60  -0.14
O16 -4.93 0.25 1.69  -0.13
H67 -3.95 1.88 0.97  0.04
H68 -5.55 1.64 0.23  0.09
H69 -4.12 0.57 -0.18  0.04
H70 -5.70 -0.25 1.33  0.07